# 1
Formula: C4H12S2
Source: OMol25
Level of theory: the ωB97M-V functional and the def2-TZVPD basis

Structure (XYZ):
```
18
Properties=species:S:1:pos:R:3:mulliken_charge:R:1
C 0.53 3.07 -2.78 -0.881
C -0.27 2.24 -1.75 -0.474
S -1.12 0.71 -2.56 -0.210
H -0.34 3.61 -3.32 0.279
H 1.41 2.49 -3.30 0.261
H 1.05 3.77 -2.17 0.309
H 0.44 1.92 -1.01 0.292
H -0.90 3.00 -1.24 0.326
H -0.45 -0.30 -1.96 0.102
C 0.76 -2.77 2.64 -0.766
C -0.66 -2.39 2.13 -0.583
S -1.16 -0.67 2.32 -0.175
H 0.83 -3.85 2.31 0.255
H 0.65 -2.92 3.76 0.248
H 1.48 -2.02 2.21 0.308
H -0.58 -2.52 1.01 0.252
H -1.32 -3.19 2.39 0.385
H -0.35 -0.19 1.33 0.073
```

Calculated values
ΔE to the lowest compared entry with this formula, charge and spin (kcal/mol): 38.38
Gap between HOMO and LUMO (eV): 9.582
HOMO (eV): -9.03
2S+1: 1
SMILES: CCS.CCS
Charge: 0

# 2
Formula: C4H12S2
Source: OMol25
Level of theory: the ωB97M-V functional and the def2-TZVPD basis

Structure (XYZ):
```
18
Properties=species:S:1:pos:R:3:mulliken_charge:R:1
C -0.27 2.59 1.22 -1.246
C -0.46 1.55 0.11 -0.326
C -1.37 0.41 0.56 -0.767
S -1.77 -0.64 -0.86 -0.236
H 0.31 3.43 0.85 0.335
H 0.26 2.13 2.06 0.315
H -1.23 2.94 1.58 0.337
H -0.90 2.03 -0.77 0.370
H 0.51 1.16 -0.20 0.282
H -2.28 0.83 0.98 0.464
H -0.88 -0.16 1.36 0.400
H -2.59 -1.49 -0.24 0.125
C 1.96 -2.81 -1.42 -0.711
S 2.05 -1.64 -0.04 -0.143
H 2.96 -2.89 -1.83 0.290
H 1.63 -3.79 -1.08 0.261
H 1.29 -2.45 -2.20 0.258
H 0.78 -1.20 -0.10 -0.007
```

Calculated values
ΔE to the lowest compared entry with this formula, charge and spin (kcal/mol): 3.85
Gap between HOMO and LUMO (eV): 9.681
HOMO (eV): -8.89
2S+1: 1
SMILES: CCCS.CS
Charge: 0

# 3
Formula: C4H13AsBr2OP
Source: OMol25
Level of theory: the ωB97M-V functional and the def2-TZVPD basis

Structure (XYZ):
```
22
Properties=species:S:1:pos:R:3:mulliken_charge:R:1
C 3.39 -0.09 -0.02 -1.335
C 1.89 -0.40 -0.39 0.032
Br 1.83 -0.24 -2.38 -0.176
C 0.98 0.62 0.31 -0.946
Br 1.60 2.49 -0.03 -0.202
As -1.03 0.45 -0.06 0.029
C -1.14 -1.26 1.04 -1.311
P -3.35 0.39 -0.53 0.197
O -4.25 0.46 0.71 -0.666
H 3.44 0.36 0.98 0.337
H 4.03 -0.97 -0.11 0.361
H 3.75 0.63 -0.76 0.422
H 1.70 -1.43 -0.07 0.408
H 1.13 0.48 1.39 0.449
H -0.83 -0.45 -1.33 0.055
H -0.97 1.78 -0.91 0.104
H -1.38 1.25 1.25 0.108
H -0.56 -2.04 0.52 0.315
H -0.80 -1.12 2.08 0.289
H -2.19 -1.60 1.01 0.481
H -3.66 1.50 -1.40 0.032
H -3.58 -0.81 -1.30 0.017
```

Calculated values
ΔE to the lowest compared entry with this formula, charge and spin (kcal/mol): 0.00
Gap between HOMO and LUMO (eV): 6.914
HOMO (eV): -3.94
2S+1: 1
Charge: -1

# 4
Formula: C4H13AsBrO3S
Source: OMol25
Level of theory: the ωB97M-V functional and the def2-TZVPD basis

Structure (XYZ):
```
23
Properties=species:S:1:pos:R:3:mulliken_charge:R:1
O 3.37 0.33 1.15 -0.622
S 3.07 -0.44 0.00 1.276
O 4.05 -0.45 -1.01 -0.658
O 2.89 -1.96 0.46 -0.500
C 1.48 -0.02 -0.66 -0.485
C 0.98 1.36 -0.22 -0.717
C -0.40 1.24 0.40 -0.708
C -1.41 0.59 -0.51 -1.185
As -2.60 -0.75 0.45 -0.667
Br -3.41 -1.45 -1.85 -0.588
H 2.01 -2.08 0.86 0.392
H 1.50 -0.16 -1.72 0.392
H 0.78 -0.75 -0.26 0.114
H 1.66 1.82 0.48 0.515
H 0.91 2.01 -1.08 0.285
H -0.34 0.77 1.37 0.396
H -0.73 2.26 0.59 0.304
H -0.97 0.03 -1.32 0.419
H -2.08 1.30 -0.98 0.596
H -3.78 0.30 0.54 0.119
H -3.49 -1.86 1.08 0.155
H -1.39 -1.80 0.35 0.032
H -2.11 -0.31 1.88 0.135
```

Calculated values
Gap between HOMO and LUMO (eV): 7.204
HOMO (eV): -4.22
2S+1: 1
Charge: -1

# 5
Formula: C4H13BNNaP
Source: OMol25
Level of theory: the ωB97M-V functional and the def2-TZVPD basis

Structure (XYZ):
```
21
Properties=species:S:1:pos:R:3:mulliken_charge:R:1
C 1.59 -1.55 0.15 -0.995
C 0.78 -1.01 -1.04 -0.513
C 0.00 0.30 -0.75 0.123
C 0.75 1.25 0.20 -1.295
B -1.51 0.12 -0.47 0.230
P -2.55 1.39 0.48 0.155
N -2.43 0.92 1.97 -0.621
H 1.06 -1.45 1.10 0.351
H 2.52 -1.04 0.27 0.201
H 1.75 -2.62 0.01 0.314
H 1.46 -0.86 -1.88 0.373
H 0.08 -1.79 -1.34 0.326
H -0.04 0.83 -1.72 0.020
H 1.68 1.62 -0.25 0.378
H 0.16 2.12 0.46 0.344
H 1.01 0.77 1.14 0.324
H -2.07 -0.91 -0.69 -0.030
H -3.83 1.53 -0.09 0.059
H -2.09 2.69 0.22 0.055
H -1.98 0.03 2.14 0.247
Na 3.66 -2.35 0.09 0.954
```

Calculated values
ΔE to the lowest compared entry with this formula, charge and spin (kcal/mol): 4.72
Gap between HOMO and LUMO (eV): 6.392
HOMO (eV): -11.28
2S+1: 1
Charge: +1

# 6
Formula: C4H13ClO5PSr
Source: OMol25
Level of theory: the ωB97M-V functional and the def2-TZVPD basis

Structure (XYZ):
```
25
Properties=species:S:1:pos:R:3:mulliken_charge:R:1
Sr -2.50 -0.69 0.76 0.756
Cl 0.04 -0.47 2.22 -0.796
C 0.67 -0.98 6.16 -0.493
O 0.50 0.13 5.36 -0.408
H 1.04 -1.84 5.60 0.225
H 1.32 -0.84 7.02 0.210
H -0.36 -1.23 6.39 0.234
H 0.29 -0.11 4.46 0.193
C -0.21 2.52 -1.81 -0.528
O 0.59 1.32 -1.63 -0.318
P -0.01 -0.11 -2.19 1.065
O -1.17 -0.53 -1.39 -0.488
O -0.36 0.09 -3.80 -0.322
C -1.71 0.05 -4.11 -0.699
O 1.29 -1.13 -2.16 -0.372
C 1.93 -1.25 -0.91 -0.634
H -0.81 2.81 -0.95 0.250
H -0.76 2.35 -2.73 0.167
H 0.29 3.47 -2.03 0.273
H -1.88 -0.37 -5.10 0.257
H -2.06 1.08 -4.12 0.292
H -2.39 -0.46 -3.42 0.292
H 1.26 -1.68 -0.16 0.266
H 2.18 -0.27 -0.49 0.316
H 2.83 -1.86 -0.97 0.259
```

Calculated values
Gap between HOMO and LUMO (alpha / beta) (eV): 5.107 / 8.764
HOMO (alpha / beta) (eV): -5.06 / -8.99
2S+1: 2
Charge: 0

# 7
Formula: C4H13CrN3Se4
Source: OMol25
Level of theory: the ωB97M-V functional and the def2-TZVPD basis

Structure (XYZ):
```
25
Properties=species:S:1:pos:R:3:mulliken_charge:R:1
Cr -1.13 -0.81 -0.31 0.950
N -0.66 1.07 -1.33 -0.406
C 0.29 1.96 -0.67 -0.470
C 0.03 1.86 0.83 -0.752
N -0.05 0.46 1.28 -0.059
C 1.26 -0.14 1.60 -0.755
C 1.93 -0.71 0.36 -0.470
N 0.94 -1.54 -0.32 -0.403
H -0.48 0.98 -2.33 0.190
H -1.61 1.44 -1.27 0.260
H 0.19 3.00 -0.98 0.388
H 1.30 1.66 -0.92 0.227
H -0.93 2.33 1.05 0.451
H 0.81 2.41 1.37 0.281
H -0.64 0.42 2.10 0.249
H 1.08 -0.94 2.31 0.451
H 1.93 0.59 2.07 0.281
H 2.82 -1.28 0.67 0.388
H 2.28 0.07 -0.31 0.227
H 0.74 -2.38 0.21 0.262
H 1.27 -1.87 -1.23 0.185
Se -1.73 -3.07 0.47 -0.532
Se -2.48 -3.65 -1.65 -0.205
Se -3.68 -1.67 -2.40 -0.205
Se -3.49 -0.20 -0.61 -0.533
```

Calculated values
Gap between HOMO and LUMO (eV): 6.217
HOMO (eV): -6.25
2S+1: 1
Charge: 0

# 8
Formula: C4H13N
Source: OMol25
Level of theory: the ωB97M-V functional and the def2-TZVPD basis

Structure (XYZ):
```
18
Properties=species:S:1:pos:R:3:mulliken_charge:R:1
C -1.40 0.73 -1.78 -1.064
C -0.02 1.42 -1.73 -0.178
C 0.28 1.89 -0.33 -0.964
H -1.29 -0.33 -1.37 0.172
H -1.63 0.60 -2.78 0.357
H -2.09 1.24 -1.19 0.375
H 0.21 2.29 -2.41 0.286
H 0.86 0.78 -2.21 0.243
H 0.81 0.99 0.25 0.064
H 0.84 2.78 -0.27 0.371
H -0.54 2.12 0.33 0.326
C 0.00 -2.28 2.02 -0.459
N 1.46 -2.02 2.09 -0.577
H -0.41 -2.09 0.98 0.089
H -0.56 -1.54 2.65 0.250
H -0.24 -3.35 2.25 0.259
H 1.95 -2.18 1.27 0.209
H 1.75 -1.05 2.24 0.242
```

Calculated values
ΔE to the lowest compared entry with this formula, charge and spin (kcal/mol): 26.94
Gap between HOMO and LUMO (eV): 10.189
HOMO (eV): -9.21
2S+1: 1
SMILES: CCC.CN
Charge: 0

# 9
Formula: C4H13N
Source: OMol25
Level of theory: the ωB97M-V functional and the def2-TZVPD basis

Structure (XYZ):
```
18
Properties=species:S:1:pos:R:3:mulliken_charge:R:1
C 1.00 -0.75 2.77 -1.066
C 1.12 0.30 1.68 -0.264
N -0.19 0.89 1.41 -0.613
H 0.45 -1.66 2.48 0.288
H 1.98 -1.13 3.04 0.324
H 0.52 -0.27 3.61 0.296
H 1.75 1.08 2.10 0.329
H 1.58 -0.05 0.75 0.263
H -0.12 1.85 1.08 0.248
H -0.67 0.32 0.72 0.196
C -0.92 0.69 -2.53 -0.791
C -0.98 -0.84 -2.41 -0.829
H 0.10 1.06 -2.41 0.246
H -1.53 1.17 -1.77 0.243
H -1.17 1.10 -3.52 0.314
H -0.10 -1.20 -1.89 0.232
H -1.78 -1.16 -1.75 0.268
H -1.03 -1.40 -3.35 0.318
```

Calculated values
ΔE to the lowest compared entry with this formula, charge and spin (kcal/mol): 2.25
Gap between HOMO and LUMO (eV): 10.240
HOMO (eV): -9.22
2S+1: 1
SMILES: CCN.CC
Charge: 0

# 10
Formula: C4H13N2
Source: OMol25
Level of theory: the ωB97M-V functional and the def2-TZVPD basis

Structure (XYZ):
```
19
Properties=species:S:1:pos:R:3:mulliken_charge:R:1
C -1.22 0.92 -2.32 -1.136
C -1.15 1.00 -0.81 -0.388
N 0.16 0.44 -0.30 -0.128
C 0.19 -1.03 0.02 -0.641
C 0.44 -1.18 1.51 -0.586
N 1.49 -0.27 1.93 -0.543
H -1.39 -0.10 -2.64 0.329
H -2.02 1.55 -2.69 0.359
H -0.32 1.31 -2.79 0.361
H -1.29 1.98 -0.38 0.401
H -1.92 0.35 -0.40 0.305
H 0.43 0.91 0.58 0.441
H 0.93 0.67 -0.92 0.350
H 0.97 -1.48 -0.60 0.350
H -0.75 -1.50 -0.26 0.332
H 0.62 -2.22 1.76 0.399
H -0.49 -0.92 2.03 0.368
H 2.41 -0.61 1.67 0.204
H 1.48 -0.10 2.92 0.225
```

Calculated values
ΔE to the lowest compared entry with this formula, charge and spin (kcal/mol): 15.66
Gap between HOMO and LUMO (eV): 11.390
HOMO (eV): -14.26
2S+1: 1
SMILES: CC[NH2+]CCN
Charge: +1

# 11
Formula: C4H13N2
Source: OMol25
Level of theory: the ωB97M-V functional and the def2-TZVPD basis

Structure (XYZ):
```
19
Properties=species:S:1:pos:R:3:mulliken_charge:R:1
C -0.12 -0.05 2.70 -0.245
N 1.19 -0.31 2.14 -0.332
C -0.97 0.35 1.44 -0.446
N -0.88 -0.56 0.40 -0.172
C -0.11 0.86 -2.48 -0.340
C 0.71 -0.45 -2.63 -0.784
H -0.63 -0.91 3.13 0.292
H -0.06 0.86 3.29 0.313
H 1.17 -0.75 1.23 0.210
H 1.92 -0.68 2.74 0.263
H -2.02 0.68 1.63 0.471
H -0.56 1.29 1.06 0.290
H -0.82 0.89 -3.30 0.295
H -1.47 -1.40 0.58 0.296
H -0.43 0.77 -1.44 -0.194
H 0.47 1.78 -2.56 0.313
H 1.39 -0.68 -1.80 0.201
H -0.07 -1.21 -2.57 0.230
H 1.28 -0.49 -3.55 0.338
```

Calculated values
ΔE to the lowest compared entry with this formula, charge and spin (kcal/mol): 158.94
Gap between HOMO and LUMO (eV): 5.543
HOMO (eV): -14.76
2S+1: 1
Charge: +1

# 12
Formula: C4H13N2
Source: OMol25
Level of theory: the ωB97M-V functional and the def2-TZVPD basis

Structure (XYZ):
```
19
Properties=species:S:1:pos:R:3:mulliken_charge:R:1
C -1.92 1.23 0.05 -0.875
N -0.74 0.98 -0.80 -0.454
C -0.54 -0.44 -1.13 -0.529
C 0.00 -1.20 0.10 -0.806
N 0.82 -0.26 0.93 -0.111
C 2.28 -0.25 0.61 -0.877
H -1.84 0.62 0.96 0.284
H -2.84 0.92 -0.44 0.351
H -1.94 2.27 0.37 0.318
H -0.86 1.49 -1.67 0.289
H -1.39 -0.94 -1.60 0.380
H 0.24 -0.46 -1.88 0.411
H -0.85 -1.52 0.70 0.397
H 0.56 -2.10 -0.12 0.366
H 0.71 -0.40 1.92 0.338
H 0.50 0.68 0.50 0.481
H 2.34 -0.08 -0.48 0.335
H 2.79 -1.17 0.85 0.340
H 2.68 0.62 1.12 0.362
```

Calculated values
ΔE to the lowest compared entry with this formula, charge and spin (kcal/mol): 26.79
Gap between HOMO and LUMO (eV): 11.119
HOMO (eV): -14.11
2S+1: 1
SMILES: CNCC[NH2+]C
Charge: +1

# 13
Formula: C4H13N2
Source: OMol25
Level of theory: the ωB97M-V functional and the def2-TZVPD basis

Structure (XYZ):
```
19
Properties=species:S:1:pos:R:3:mulliken_charge:R:1
C 1.05 -0.73 2.58 -0.835
N 1.35 -0.01 1.32 -0.238
H 1.95 -0.99 3.11 0.357
H 0.42 -0.10 3.20 0.351
H 0.51 -1.64 2.33 0.331
H 1.79 -0.63 0.63 0.387
H 1.96 0.80 1.46 0.368
H 0.41 0.29 0.87 0.179
C -0.13 1.19 -2.00 -1.145
C -0.76 0.20 -1.07 0.975
C -1.25 0.56 0.15 -1.457
N -0.86 -1.07 -1.55 -0.454
H -0.89 1.93 -2.28 0.289
H 0.25 0.73 -2.90 0.400
H 0.66 1.74 -1.51 0.288
H -1.84 -0.17 0.68 0.388
H -1.36 1.60 0.37 0.378
H -0.26 -1.35 -2.31 0.232
H -1.19 -1.81 -0.96 0.205
```

Calculated values
ΔE to the lowest compared entry with this formula, charge and spin (kcal/mol): 25.52
Gap between HOMO and LUMO (eV): 9.151
HOMO (eV): -12.47
2S+1: 1
Charge: +1

| no. | largest force on an atom (eV/Å) |
| --- | --- |
| 1 | 3.1 |
| 2 | 0.5 |
| 3 | 2.3 |
| 4 | 1.9 |
| 5 | 2.6 |
| 6 | 3.8 |
| 7 | 0.5 |
| 8 | 4.0 |
| 9 | 0.8 |
| 10 | 0.7 |
| 11 | 3.7 |
| 12 | 1.6 |
| 13 | 0.5 |